The following is a quantum chemistry calculation of a structure of composition C23H19CsFN5O4, from the OMol25 dataset.

Geometry (Å):
Cs  2.7047  -0.3299  0.7896
C  6.7120  2.0154  0.1502
C  5.8507  1.8483  1.3741
C  6.0464  0.7883  2.2555
C  5.2293  0.6234  3.3677
C  4.2073  1.5276  3.6212
C  4.0070  2.5949  2.7546
C  4.8200  2.7480  1.6405
H  6.9934  3.0592  0.0113
H  6.1781  1.7004  -0.7491
H  7.6216  1.4214  0.2211
H  6.8453  0.0807  2.0676
H  5.3819  -0.2190  4.0303
H  3.5499  1.3861  4.4694
H  3.2021  3.2955  2.9376
H  4.6490  3.5775  0.9635
N  -8.4825  3.9460  -0.7463
C  -7.4807  3.4201  -0.5481
C  -6.2268  2.7633  -0.3005
C  -5.0670  3.5158  -0.1334
C  -3.8654  2.8818  0.1227
C  -3.8158  1.4952  0.1928
C  -4.9682  0.7402  0.0158
C  -6.1728  1.3728  -0.2222
N  -2.5820  0.8508  0.4508
C  -2.3707  -0.2419  1.2653
C  -1.0415  -0.5195  1.1824
N  -0.4278  0.3751  0.3275
C  -1.3733  1.1786  -0.0846
H  -5.1141  4.5944  -0.1880
H  -2.9673  3.4612  0.2892
H  -4.9104  -0.3395  0.0477
H  -7.0767  0.7966  -0.3629
H  -3.1679  -0.6886  1.8326
H  -0.4793  -1.3127  1.6536
H  -1.2622  1.9809  -0.7960
F  -1.3081  -0.7559  -3.6737
C  -1.0338  -2.0194  -3.3054
C  -0.6801  -2.3049  -2.0510
N  -0.4119  -3.5863  -1.6340
C  -0.0219  -3.8040  -0.2461
C  1.1833  -2.9312  0.1661
O  1.9608  -2.5833  -0.7463
O  1.2588  -2.6480  1.3866
C  -0.4447  -4.6466  -2.5100
O  -0.2295  -5.7978  -2.1976
N  -0.8072  -4.3037  -3.8061
C  -1.1228  -3.0527  -4.3241
O  -1.4380  -2.8939  -5.4820
H  -0.5864  -1.5314  -1.3020
H  0.2503  -4.8515  -0.1441
H  -0.8655  -3.5949  0.4132
H  -0.8495  -5.0829  -4.4473

Forces on atoms 1 to 6 (eV/Å):
0.249 0.404 0.012
-0.022 0.003 0.026
0.019 -0.002 -0.034
-0.024 -0.023 -0.008
-0.045 -0.001 -0.013
-0.090 -0.074 -0.041

Output
Charge: 0
HOMO level, eV: -8.5
Frontier orbital gap, eV: 8.16
DFT total energy, Eh: -1582.70648
Spin multiplicity: 1
Relative energy (zero: lowest compared OMol25 entry of this formula, charge and spin), kJ/mol: 0.0


The following is a quantum chemistry calculation of a structure of composition C6H14O, from the OMol25 dataset.

Geometry (Å):
C  -1.5121  -0.2224  -0.2874
C  0.2777  -1.2685  -0.5069
C  -1.3675  0.8034  0.6262
C  0.3690  -2.1190  0.7351
C  1.3118  -0.3435  -0.7656
C  0.7986  2.0973  0.4044
O  -1.8719  0.0667  -1.5999
H  -1.5306  0.9388  -1.8289
H  -1.9813  -1.1447  0.0327
H  -0.1729  -1.7517  -1.3664
H  -1.2786  0.5682  1.6763
H  -1.6261  1.8171  0.3675
H  0.6622  -1.5173  1.5987
H  -0.5778  -2.6114  0.9710
H  2.2236  -0.4367  -0.1789
H  1.5123  -0.0940  -1.8039
H  1.1232  -2.9014  0.6090
H  0.9205  0.8269  -0.1957
H  0.3554  2.8195  -0.2769
H  1.8846  2.1898  0.3652
H  0.4799  2.2830  1.4244

Forces on atoms 1 to 6 (eV/Å):
-0.676 0.913 0.426
1.080 0.191 -0.120
-0.193 -0.692 -0.479
-0.136 0.084 0.046
-0.159 -1.150 -0.256
0.460 -0.731 -0.440

Output
Charge: 0
HOMO level, eV: -7.7
Frontier orbital gap, eV: 8.17
DFT total energy, Eh: -312.05562
Spin multiplicity: 1
Relative energy (zero: lowest compared OMol25 entry of this formula, charge and spin), kJ/mol: 523.6


The following is a quantum chemistry calculation of a structure of composition C20H41ClF6GeHgN5O13S2, from the OMol25 dataset.

Geometry (Å):
Hg  -0.0785  -0.0750  0.1025
C  -1.9776  3.7358  1.2647
C  -2.7596  2.4314  1.4531
C  -3.6712  2.2218  0.2414
C  -3.6326  2.5498  2.7125
O  -1.8812  1.3330  1.5571
Ge  -0.9237  0.7764  3.0518
O  0.7402  0.7343  1.9418
C  1.8552  1.6137  2.0742
C  1.8824  2.2213  3.4800
C  1.7825  2.7373  1.0443
C  3.1361  0.8074  1.8282
O  -1.2060  -1.0606  2.6686
C  -2.3962  -1.7820  2.8903
C  -2.0545  -3.2796  2.8886
C  -3.4346  -1.5120  1.7961
C  -3.0061  -1.4282  4.2551
H  -2.6578  4.5881  1.2307
H  -1.2819  3.8693  2.0960
H  -1.4190  3.6882  0.3297
H  -4.2881  3.1050  0.0687
H  -3.0565  2.0369  -0.6347
H  -4.3178  1.3581  0.4008
H  -4.3907  3.3216  2.5771
H  -4.1272  1.5972  2.9086
H  -3.0141  2.7972  3.5771
H  1.0126  2.8658  3.6116
H  1.8399  1.4307  4.2309
H  2.7873  2.8112  3.6274
H  0.8118  3.2293  1.0943
H  2.5693  3.4742  1.2096
H  1.9011  2.3189  0.0505
H  3.2586  0.0392  2.5957
H  3.0708  0.3351  0.8463
H  4.0045  1.4665  1.8432
H  -1.7549  -3.5851  1.8889
H  -1.2387  -3.4750  3.5876
H  -2.9240  -3.8661  3.1890
H  -2.9785  -1.6392  0.8157
H  -4.2829  -2.1919  1.9010
H  -3.7841  -0.4834  1.8718
H  -2.2822  -1.6182  5.0486
H  -3.2617  -0.3677  4.2742
H  -3.9056  -2.0167  4.4381
N  1.0425  -1.9952  1.0970
C  0.9204  -3.2415  0.3476
C  1.3429  -4.4228  1.2440
C  1.0222  -5.8636  0.8235
C  1.6083  -6.3224  -0.5314
N  1.0345  -5.7475  -1.7425
C  -0.2712  -5.8107  -2.0441
N  -1.0100  -6.8615  -1.5884
N  -0.6732  -5.2894  -3.2275
C  -0.5155  -3.2411  -0.2720
O  -1.0715  -4.3441  -0.5465
O  -1.0436  -2.1412  -0.4735
H  1.9926  -1.8279  1.4058
H  0.4198  -1.9787  1.9071
H  1.6138  -3.1677  -0.4973
H  0.8739  -4.2616  2.2178
H  2.4255  -4.3458  1.3882
H  -0.0610  -5.9764  0.8319
H  1.4397  -6.5311  1.5836
H  1.4987  -7.4086  -0.6141
H  2.6739  -6.0935  -0.5632
H  1.4904  -4.9070  -2.0693
H  -0.7936  -7.1788  -0.6584
H  -1.9997  -6.7608  -1.7475
H  -0.1406  -4.5106  -3.5865
H  -1.6670  -5.1396  -3.3072
F  -3.4744  0.7158  -3.3082
C  -2.3309  0.0514  -3.5313
F  -2.4685  -1.1666  -2.9967
F  -2.2352  -0.1180  -4.8597
S  -0.8704  1.0109  -2.8418
O  -1.1311  0.8619  -1.4069
O  -1.1008  2.2851  -3.4297
N  0.2248  0.0277  -3.4246
S  1.6148  -0.1621  -2.6827
O  2.8670  0.2512  -3.2199
O  1.5421  -0.4992  -1.2583
C  1.6832  -1.9633  -3.3197
F  0.5374  -2.6301  -3.0032
F  2.6677  -2.7160  -2.7562
F  1.8301  -2.0993  -4.6422
O  1.7794  2.7201  -4.1809
Cl  1.9609  2.9999  -2.8087
O  3.3318  3.0116  -2.4389
O  1.3508  4.2254  -2.4313
O  1.2918  1.9221  -1.9905

Forces on atoms 1 to 6 (eV/Å):
-0.381 -0.562 2.272
0.006 -0.331 -0.010
-0.427 0.511 0.132
0.247 -0.166 0.139
0.244 -0.124 -0.094
0.064 -0.318 -0.178

Output
Charge: -1
HOMO level, eV: -5.3
Frontier orbital gap, eV: 7.25
DFT total energy, Eh: -6124.54071
Spin multiplicity: 1
Relative energy (zero: lowest compared OMol25 entry of this formula, charge and spin), kJ/mol: 430.1


The following is a quantum chemistry calculation of the ion C4H9N2S with charge +1, from the OMol25 dataset.

Geometry (Å):
C  -0.6022  0.3229  0.0579
C  0.3348  -0.4449  -1.0260
C  0.2693  -2.2332  0.5959
C  0.2251  1.0443  1.0851
N  -1.7032  0.8850  -0.3655
N  0.9460  -1.5930  -0.3524
S  -0.9885  -1.4664  1.2398
H  -0.1747  -0.9156  -1.8321
H  1.0500  0.2628  -1.4456
H  0.7907  -3.0412  1.0715
H  0.6912  1.8815  0.4294
H  1.1919  0.4011  1.2988
H  -0.2059  1.4153  1.9456
H  -2.0770  0.4348  -1.2436
H  1.9283  -1.9185  -0.6439
H  -1.8840  1.7547  0.1253

Forces on atoms 1 to 6 (eV/Å):
2.868 -2.715 0.267
-0.655 0.214 1.993
2.223 1.172 -0.441
4.470 -0.526 -3.734
-0.537 -0.315 -1.621
2.579 -0.621 -0.693

Output
Charge: +1
HOMO level, eV: -13.6
Frontier orbital gap, eV: 9.63
DFT total energy, Eh: -665.22652
Spin multiplicity: 1
Relative energy (zero: lowest compared OMol25 entry of this formula, charge and spin), kJ/mol: 172.8


The following is a quantum chemistry calculation of a cluster of 10 separate species, C21H57ClNO15PS9 in total, from the OMol25 dataset.

Geometry (Å):
O  4.1641  -4.8011  -0.0005
N  4.3849  -4.0902  0.9426
O  5.0056  -2.9716  0.3943
C  4.3476  -1.8061  0.9370
O  3.7454  -0.8305  0.0498
C  2.9917  0.0299  0.9463
O  2.4102  1.0667  0.6055
O  2.9940  -0.5441  2.2879
C  3.1284  -1.9704  1.9553
P  1.3682  -2.2964  1.2084
O  1.5097  -2.7605  -0.4418
Cl  0.4651  -3.9203  2.2620
H  5.1677  -1.2157  1.4879
H  3.1875  -2.7212  2.8098
H  0.6620  -2.4343  -0.8441
C  -2.8927  -5.2229  0.4954
S  -3.5685  -4.0412  -0.6892
O  -2.8319  -2.7514  -0.5047
C  -5.1766  -3.8662  0.1128
H  -1.8649  -5.4491  0.2080
H  -2.9012  -4.7923  1.4993
H  -3.4816  -6.1398  0.4749
H  -5.0460  -3.5202  1.1398
H  -5.6940  -4.8279  0.1034
H  -5.7644  -3.1343  -0.4438
C  -7.0112  1.2043  -1.7258
S  -7.4628  -0.5332  -1.5515
O  -6.5363  -1.1393  -0.5424
C  -6.8896  -1.0423  -3.1859
H  -7.2490  1.7170  -0.7921
H  -5.9416  1.2936  -1.9266
H  -7.5861  1.6504  -2.5395
H  -5.8278  -0.8138  -3.2963
H  -7.4685  -0.5221  -3.9516
H  -7.0418  -2.1181  -3.2862
C  -1.9380  -10.5798  -0.1739
S  -2.9539  -9.3325  0.6460
O  -3.0358  -8.1516  -0.2666
C  -1.7571  -8.9338  1.9387
H  -2.4796  -10.9452  -1.0475
H  -0.9913  -10.1401  -0.4930
H  -1.7554  -11.4102  0.5106
H  -0.8216  -8.5956  1.4894
H  -1.5802  -9.8166  2.5557
H  -2.1707  -8.1372  2.5585
C  3.2863  4.0347  0.8048
S  4.8131  4.2385  -0.1355
O  5.9221  3.6400  0.6743
C  4.9147  6.0307  0.0530
H  3.0497  2.9701  0.8501
H  3.4168  4.4204  1.8179
H  2.4741  4.5638  0.3030
H  4.9449  6.2937  1.1112
H  4.0516  6.4969  -0.4246
H  5.8271  6.3789  -0.4329
C  -8.4668  -0.0625  2.1847
S  -9.2385  1.5704  2.1819
O  -8.8157  2.2640  0.9269
C  -8.2502  2.2477  3.5335
H  -8.9083  -0.6552  1.3823
H  -7.3925  0.0303  2.0151
H  -8.6553  -0.5538  3.1412
H  -7.1896  2.1990  3.2805
H  -8.4453  1.6816  4.4461
H  -8.5396  3.2882  3.6854
C  7.1956  9.8170  0.8507
S  5.9110  9.2863  2.0025
O  4.6890  8.9682  1.1971
C  5.6530  10.9082  2.7582
H  7.4850  8.9609  0.2398
H  6.8140  10.6104  0.2049
H  8.0634  10.1711  1.4094
H  5.3665  11.6351  1.9955
H  6.5707  11.2278  3.2555
H  4.8539  10.8222  3.4954
C  -9.7687  0.8816  -7.2475
S  -10.6001  0.6166  -5.6666
O  -9.5578  0.6758  -4.5975
C  -10.9879  -1.1250  -5.9467
H  -9.4038  1.9092  -7.2767
H  -8.9255  0.1953  -7.3462
H  -10.4770  0.7271  -8.0634
H  -10.0698  -1.6875  -6.1257
H  -11.6572  -1.2154  -6.8042
H  -11.4851  -1.5152  -5.0580
C  6.9382  -5.7034  -1.4603
S  6.8884  -5.6992  -3.2653
O  7.5872  -6.9331  -3.7350
C  8.0296  -4.3159  -3.4812
H  6.3167  -6.5245  -1.1002
H  7.9637  -5.8477  -1.1146
H  6.5431  -4.7595  -1.0816
H  8.9874  -4.5457  -3.0108
H  7.5991  -3.4162  -3.0375
H  8.1793  -4.1554  -4.5495
C  8.8462  5.0591  2.9746
S  7.8699  6.3276  3.8089
O  7.8083  7.5148  2.9015
C  9.0875  6.6922  5.0926
H  8.2864  4.7107  2.1045
H  9.8006  5.4767  2.6481
H  9.0145  4.2216  3.6541
H  10.0269  7.0094  4.6363
H  9.2484  5.8029  5.7046
H  8.6989  7.4960  5.7191

Forces on atoms 1 to 6 (eV/Å):
0.294 0.272 3.049
-1.144 -2.312 -3.933
-1.226 3.046 0.301
1.114 0.928 2.888
-1.011 0.956 1.639
-1.002 1.841 -0.766

Output
Charge: 0
HOMO level, eV: -8.1
Frontier orbital gap, eV: 7.02
DFT total energy, Eh: -6402.49270
Spin multiplicity: 1


The following is a quantum chemistry calculation of a cluster of 2 separate species, C2H6OS4 in total, from the OMol25 dataset.

Geometry (Å):
C  -0.4690  -0.3150  -1.0207
C  -0.4425  0.0754  1.6988
O  -1.1529  0.4670  -0.3030
S  1.4134  0.1984  -1.0449
S  -0.9705  -0.2440  -2.7170
S  -0.1259  -1.6084  1.8238
S  0.6417  1.3697  1.7349
H  -0.3822  -1.4159  -0.7262
H  -1.4190  0.3029  2.1913
H  1.3866  1.1282  -2.0842
H  -1.4101  0.9414  -2.6069
H  1.0826  -1.7761  1.4190
H  1.8479  0.8764  1.6349

Forces on atoms 1 to 6 (eV/Å):
2.110 -1.326 -0.945
-0.495 -0.084 -0.675
-1.290 0.525 3.476
0.740 0.254 -1.066
-0.047 -2.415 -1.606
-2.179 -0.059 0.614

Output
Charge: 0
HOMO level, eV: -8.1
Frontier orbital gap, eV: 7.40
DFT total energy, Eh: -1747.65799
Spin multiplicity: 1
Relative energy (zero: lowest compared OMol25 entry of this formula, charge and spin), kJ/mol: 169.8


The following is a quantum chemistry calculation of a cluster of 2 separate species, C4H11NO in total, from the OMol25 dataset.

Geometry (Å):
C  -0.1760  -1.6813  -2.1240
C  -0.2861  -0.8046  -1.1048
C  -0.9071  -1.1081  0.2080
C  -0.0652  -0.6957  1.4417
N  -0.1207  0.7707  1.4403
H  -0.7299  -2.5890  -2.2095
H  0.5060  -1.3552  -2.8878
H  0.1925  0.1568  -1.2034
H  -1.8627  -0.6071  0.3860
H  -1.0014  -2.2327  0.1516
H  0.9762  -0.8792  1.1963
H  -0.4042  -1.1937  2.3778
H  -1.0548  1.0699  1.1990
H  0.2247  1.2596  2.2495
O  1.3251  3.6129  -0.2482
H  2.2545  3.4167  -0.0486
H  1.1292  2.8601  -0.8239

Forces on atoms 1 to 6 (eV/Å):
0.265 2.052 1.102
0.317 -0.673 -0.742
-0.112 -1.762 0.706
0.198 0.831 -0.903
-0.366 -0.079 -0.276
0.031 -0.651 0.160

Output
Charge: 0
HOMO level, eV: -9.2
SMILES string: C=CCCN.O
Frontier orbital gap, eV: 10.15
DFT total energy, Eh: -288.94857
Spin multiplicity: 1
Relative energy (zero: lowest compared OMol25 entry of this formula, charge and spin), kJ/mol: 179.7


The following is a quantum chemistry calculation of a structure of composition C17H23BBrCsF10N5NaO10PS2V, from the OMol25 dataset.

Geometry (Å):
N  9.4865  -4.2121  2.6523
C  8.8512  -3.1204  2.2288
N  7.3825  -3.0844  2.1964
C  7.1790  -1.7711  1.6488
C  5.6377  -1.3558  1.4182
C  5.3313  0.1279  1.7173
C  3.8439  0.5813  1.4737
C  2.9602  -0.6114  0.9745
C  3.4529  -2.0894  0.7645
N  4.8141  -2.4227  0.9925
N  8.3786  -1.0183  1.3714
S  8.5153  0.5763  0.7060
N  9.4111  -1.8616  1.7494
H  10.4123  -4.4317  2.2630
H  9.0849  -4.9038  3.3263
H  6.1288  0.8681  2.0937
H  3.4692  1.6392  1.6395
H  1.8562  -0.3890  0.7422
H  2.7357  -2.9206  0.4227
H  9.6983  1.0589  1.3001
H  10.4210  -1.6698  1.7137
O  10.4591  -6.1839  4.0832
H  10.8644  -6.1816  4.9464
B  1.6141  1.2461  4.7041
F  2.7813  1.2012  5.5198
F  1.7767  2.2428  3.6864
F  1.4009  -0.0271  4.0961
F  0.4676  1.5827  5.5224
C  -0.6835  -1.2138  -1.8501
C  -1.0576  -2.1000  -2.7753
C  -1.6706  -3.4055  -2.3968
O  -2.0169  -4.1813  -3.2687
C  -1.8273  -3.7032  -0.9694
C  -1.4497  -2.8176  -0.0430
C  -0.8615  -1.5004  -0.4225
O  -0.5424  -0.7019  0.4487
O  -1.5887  -3.0838  1.2836
O  -0.8956  -1.8471  -4.1014
H  -0.2393  -0.2623  -2.1121
H  -2.2574  -4.6608  -0.7081
H  -1.2458  -2.2930  1.7458
H  -1.2437  -2.6374  -4.5610
C  -2.9435  1.8938  -2.3333
C  -3.9542  2.6423  -3.2035
C  -5.2485  1.8263  -3.2079
S  -5.2810  0.9310  -1.6602
O  -5.1783  -0.4811  -1.9419
O  -6.3143  1.4746  -0.8165
C  -3.6959  1.5023  -1.0691
H  -2.0705  2.5099  -2.1053
H  -2.5973  0.9964  -2.8576
H  -4.1443  3.6338  -2.7723
H  -3.5799  2.7928  -4.2186
H  -6.1289  2.4676  -3.2732
H  -5.2584  1.0961  -4.0207
H  -3.2019  0.7118  -0.5024
H  -3.8717  2.3725  -0.4283
Na  -1.4196  1.8778  5.8429
O  -6.3041  -1.1075  -5.0748
V  -6.2320  -2.8141  -4.7473
O  -6.1583  -4.5204  -4.4277
Br  1.2837  -2.2560  2.2813
Cs  -1.4093  3.7151  -0.9836
F  -8.1561  6.9210  -2.2660
P  -7.7424  5.3748  -2.1236
F  -6.3350  4.7635  -2.6203
F  -6.8966  6.1143  -0.9698
F  -9.3143  5.0582  -2.0347
F  -7.8227  4.1151  -1.1295
F  -7.9056  5.2798  -3.7192
O  -3.9739  4.0373  3.4710
H  -4.8598  3.6520  3.4717
H  -4.1202  4.9574  3.2174

Forces on atoms 1 to 6 (eV/Å):
0.223 1.660 -1.236
-2.534 0.892 -0.412
3.986 5.468 -2.099
-0.716 -2.275 1.183
0.548 1.638 0.205
-3.747 -1.426 -1.245

Output
Charge: 0
HOMO level, eV: -7.0
Frontier orbital gap, eV: 1.09
DFT total energy, Eh: -7549.11140
Spin multiplicity: 1